The following is a quantum chemistry calculation of 11 unconnected molecules or ions with the total composition C26H54N7O19S3 in a non-equilibrium geometry, from the Open Molecules 2025 dataset.

## Properties
Kohn-Sham gap	4.66	eV
net charge	-1
E	-4030.3573	hartree
energy relative to the best compared isomer or geometry (same formula, charge and spin)	6.0768	eV
HOMO level	-3.31	eV

Each atom is followed by the atoms it is bonded to, with distances in Å.
Atoms and positions in Å:
1 C -0.2266 0.7339 0.0077  C2 1.540, H5 1.090, H6 1.090, H7 1.090
2 C 0.3183 -0.1800 -1.1058  C1 1.540, C3 1.568, O4 1.398, H8 1.090
3 C 0.3576 0.5691 -2.4829  C2 1.568, H9 1.090, H10 1.090, H11 1.090
4 O 1.5700 -0.6502 -0.6976  C2 1.398
5 H -1.2586 0.9681 -0.2533  C1 1.090
6 H 0.2441 1.6872 0.2480  C1 1.090
7 H -0.4238 0.1648 0.9162  C1 1.090
8 H -0.2656 -1.0873 -1.2602  C2 1.090
9 H 0.7958 1.5665 -2.4485  C3 1.090
10 H -0.6083 0.5054 -2.9839  C3 1.090
11 H 1.0235 0.0795 -3.1936  C3 1.090
12 O 3.0026 -6.9476 5.3559  C13 1.236
13 C 2.4624 -6.1712 4.5601  O12 1.236, N14 1.372, C15 1.482
14 N 3.2857 -5.4283 3.7515  C13 1.372, H16 1.010, H17 1.010
15 C 0.9910 -6.0002 4.5017  C13 1.482, H18 1.090, H19 1.090, H20 1.090
16 H 3.0270 -4.6863 3.1169  N14 1.010
17 H 4.2681 -5.6384 3.8557  N14 1.010
18 H 0.7118 -6.5953 3.6322  C15 1.090
19 H 0.7271 -4.9428 4.5229  C15 1.090
20 H 0.6779 -6.6133 5.3468  C15 1.090
21 O -6.6260 -6.1023 -0.6792  C22 1.220
22 C -5.5459 -5.7048 -0.2745  O21 1.220, N23 1.327, C24 1.551
23 N -4.9593 -4.6349 -0.7957  C22 1.327, H25 1.010, H26 1.010
24 C -4.8050 -6.5310 0.8087  C22 1.551, H27 1.090, H28 1.090, H29 1.090
25 H -3.9882 -4.4058 -0.6390  N23 1.010
26 H -5.6133 -4.2814 -1.4795  N23 1.010
27 H -4.6339 -5.9533 1.7170  C24 1.090
28 H -3.8851 -6.8979 0.3534  C24 1.090
29 H -5.4974 -7.3397 1.0425  C24 1.090
30 O 0.8486 -1.4710 10.2899  C31 1.249
31 C 0.5683 -1.0253 9.1573  O30 1.249, N32 1.322, C33 1.579
32 N 1.5161 -0.4353 8.4494  C31 1.322, H34 1.010, H35 1.010
33 C -0.8779 -1.2520 8.5641  C31 1.579, H36 1.090, H37 1.090, H38 1.090
34 H 2.4354 -0.5040 8.8619  N32 1.010
35 H 1.2681 -0.0313 7.5575  N32 1.010
36 H -1.5579 -0.6878 9.2022  C33 1.090
37 H -1.2429 -2.2763 8.4890  C33 1.090
38 H -0.9832 -0.7372 7.6091  C33 1.090
39 O 2.0163 -0.5726 -11.6013  C40 1.206
40 C 1.6443 -0.1209 -10.5466  O39 1.206, N41 1.327, C42 1.531
41 N 1.8144 -0.8489 -9.4502  C40 1.327, H43 1.010, H44 1.010
42 C 1.0695 1.2975 -10.4911  C40 1.531, H45 1.090, H46 1.090, H47 1.090
43 H 1.3943 -0.3841 -8.6580  N41 1.010
44 H 2.4964 -1.5912 -9.3875  N41 1.010
45 H 1.4539 1.8050 -9.6063  C42 1.090
46 H 0.0022 1.3077 -10.7123  C42 1.090
47 H 1.3936 1.6422 -11.4731  C42 1.090
48 O 4.8831 -8.6296 -2.1822  C49 1.282
49 C 4.0181 -7.7239 -1.9093  O48 1.282, N50 1.342, C51 1.474
50 N 4.4115 -6.4409 -1.8909  C49 1.342, H52 1.010, H53 1.010
51 C 2.6710 -8.1018 -1.4468  C49 1.474, H54 1.090, H55 1.090, H56 1.090
52 H 3.7889 -5.6502 -1.8054  N50 1.010
53 H 5.2447 -6.1414 -2.3769  N50 1.010
54 H 2.1288 -7.1565 -1.4688  C51 1.090
55 H 2.7522 -8.3061 -0.3792  C51 1.090
56 H 2.2271 -8.7763 -2.1790  C51 1.090
57 O 6.7041 1.6690 5.0067  C58 1.237
58 C 6.3981 1.6475 3.8083  O57 1.237, N59 1.328, C60 1.550
59 N 6.1825 0.5381 3.1117  C58 1.328, H61 1.010, H62 1.010
60 C 6.3334 2.9756 3.0128  C58 1.550, H63 1.090, H64 1.090, H65 1.090
61 H 6.1406 -0.2718 3.7137  N59 1.010
62 H 5.6717 0.4447 2.2454  N59 1.010
63 H 5.6341 2.7822 2.1994  C60 1.090
64 H 7.3031 3.2004 2.5684  C60 1.090
65 H 5.9714 3.8299 3.5849  C60 1.090
66 N -2.6757 8.9822 5.0557  C67 1.358, C71 1.364
67 C -1.5602 9.3442 5.7397  N66 1.358, C68 1.414, H72 1.080
68 C -0.5976 8.3953 6.1559  C67 1.414, C69 1.370, H73 1.080
69 C -0.6459 7.0979 5.7180  C68 1.370, C70 1.378, H74 1.080
70 C -1.8049 6.6651 5.1110  C69 1.378, C71 1.386, H75 1.080
71 C -2.7025 7.6548 4.7422  N66 1.364, C70 1.386, H76 1.080
72 H -1.5013 10.3627 6.0939  C67 1.080
73 H 0.2159 8.7551 6.7682  C68 1.080
74 H 0.1545 6.4214 5.9789  C69 1.080
75 H -2.0399 5.6125 5.0536  C70 1.080
76 H -3.7074 7.4706 4.3918  C71 1.080
77 C 6.9031 3.0902 -4.8788  C78 1.534, O83 1.378, H84 1.090, H85 1.090
78 C 7.0516 1.5633 -4.8855  C77 1.534, O79 1.354, H86 1.090, H87 1.090
79 O 8.2533 1.3050 -5.4539  C78 1.354, S80 1.663
80 S 8.5322 2.3336 -6.7302  O79 1.663, O81 1.467, O82 1.483, O83 1.711
81 O 7.9210 1.6923 -7.9000  S80 1.467
82 O 9.8873 2.9303 -6.8095  S80 1.483
83 O 7.5458 3.5338 -6.0139  C77 1.378, S80 1.711
84 H 7.1635 3.6191 -3.9620  C77 1.090
85 H 5.8510 3.2827 -5.0888  C77 1.090
86 H 6.2684 1.0176 -5.4118  C78 1.090
87 H 7.2516 1.3420 -3.8371  C78 1.090
88 C -6.0779 2.8261 -7.1481  C89 1.593, O94 1.453, H95 1.090, H96 1.090
89 C -6.0428 3.3317 -5.6378  C88 1.593, O90 1.379, H97 1.090, H98 1.090
90 O -4.8500 4.0230 -5.5906  C89 1.379, S91 1.643
91 S -4.5383 4.8543 -6.9731  O90 1.643, O92 1.436, O93 1.464, O94 1.666
92 O -3.1320 5.0541 -7.1826  S91 1.436
93 O -5.3928 6.0248 -7.1799  S91 1.464
94 O -5.2398 3.7016 -7.9497  C88 1.453, S91 1.666
95 H -7.0792 2.8621 -7.5775  C88 1.090
96 H -5.6072 1.8439 -7.1895  C88 1.090
97 H -6.1194 2.5517 -4.8803  C89 1.090
98 H -6.8864 4.0170 -5.5554  C89 1.090
99 C -7.4787 -0.2448 3.2320  C100 1.517, O105 1.448, H106 1.090, H107 1.090
100 C -7.4758 1.1941 3.7125  C99 1.517, O101 1.438, H108 1.090, H109 1.090
101 O -7.1238 1.1374 5.1061  C100 1.438, S102 1.687
102 S -7.9095 -0.1591 5.8466  O101 1.687, O103 1.443, O104 1.474, O105 1.697
103 O -9.1337 0.3590 6.4080  S102 1.443
104 O -7.0468 -0.8515 6.8205  S102 1.474
105 O -8.1861 -0.8692 4.3307  C99 1.448, S102 1.697
106 H -6.4578 -0.6248 3.1955  C99 1.090
107 H -7.8363 -0.4718 2.2276  C99 1.090
108 H -8.3495 1.8450 3.6801  C100 1.090
109 H -6.6494 1.6374 3.1569  C100 1.090

Löwdin atomic charge list, values in e, 4 entries:
1 C -0.13
2 C -0.68
3 C -0.11
4 O -0.42

---

The following is a quantum chemistry calculation of 6 unconnected molecules or ions with the total composition C26H55BF6N5O10P, from the Open Molecules 2025 dataset.

## Properties
Kohn-Sham gap	8.97	eV
E	-3015.2270	hartree
HOMO level	-8.62	eV

Each atom is followed by the atoms it is bonded to, with distances in Å.
Atoms and positions in Å:
1 C 4.6561 1.9291 -1.9124  C2 1.522, H25 1.093, H26 1.087, H27 1.089
2 C 4.8039 3.4440 -1.9347  C1 1.522, O3 1.445, H28 1.091, H29 1.090
3 O 3.7674 4.0729 -1.1480  C2 1.445, C4 1.360
4 C 2.7521 4.6019 -1.8820  O3 1.360, O5 1.206, C6 1.508
5 O 2.9111 5.5499 -2.6098  C4 1.206
6 C 1.4299 3.9052 -1.6841  C4 1.508, C7 1.531, H30 1.096, H31 1.093
7 C 0.2528 4.8148 -2.0472  C6 1.531, C8 1.528, H32 1.094, H33 1.088
8 C -1.0543 4.5372 -1.3054  C7 1.528, P9 1.837, H34 1.094, H35 1.091
9 P -1.8630 2.9081 -1.5620  C8 1.837, F10 1.734, C11 1.853, B14 1.942, C18 1.967
10 F -1.0551 2.6986 -3.0818  P9 1.734
11 C -1.0473 1.3574 -0.9584  P9 1.853, O12 1.413, H36 1.093, H37 1.090
12 O -1.0628 0.3581 -1.9578  C11 1.413, O13 1.426
13 O 0.2842 -0.0059 -2.2508  O12 1.426, H38 0.971
14 B -3.4730 2.9381 -2.6468  P9 1.942, O15 1.375, C16 1.567
15 O -4.0653 4.1669 -2.8222  B14 1.375, H39 0.965
16 C -4.0358 1.6421 -3.3237  B14 1.567, C17 1.556, H40 1.091, H41 1.095
17 C -3.7846 1.7750 -4.8531  C16 1.556, H42 1.088, H43 1.090, H44 1.091
18 C -2.8361 3.1188 0.1338  P9 1.967, F19 1.376, F20 1.374, C21 1.556
19 F -3.3655 4.3855 0.2243  C18 1.376
20 F -1.9780 2.9864 1.1984  C18 1.374
21 C -4.0462 2.1727 0.3850  C18 1.556, F22 1.339, F23 1.334, F24 1.343
22 F -3.9422 1.0078 -0.2667  C21 1.339
23 F -5.1937 2.7371 0.0068  C21 1.334
24 F -4.1651 1.8785 1.6905  C21 1.343
25 H 5.1263 1.5173 -2.8090  C1 1.093
26 H 3.6081 1.6430 -1.9457  C1 1.087
27 H 5.1459 1.4770 -1.0515  C1 1.089
28 H 4.7508 3.8101 -2.9610  C2 1.091
29 H 5.7604 3.7444 -1.5070  C2 1.090
30 H 1.3717 3.6404 -0.6222  C6 1.096
31 H 1.4208 2.9733 -2.2549  C6 1.093
32 H 0.5544 5.8231 -1.7476  C7 1.094
33 H 0.1071 4.8646 -3.1246  C7 1.088
34 H -1.7857 5.2744 -1.6490  C8 1.094
35 H -0.8950 4.7235 -0.2426  C8 1.091
36 H -0.0059 1.5850 -0.7173  C11 1.093
37 H -1.5080 0.9505 -0.0581  C11 1.090
38 H 0.4256 0.4123 -3.1153  O13 0.971
39 H -4.9751 4.1979 -2.5032  O15 0.965
40 H -3.5069 0.7696 -2.9365  C16 1.091
41 H -5.1032 1.5388 -3.1047  C16 1.095
42 H -4.6019 1.3388 -5.4245  C17 1.088
43 H -2.8608 1.2531 -5.1010  C17 1.090
44 H -3.6585 2.8180 -5.1465  C17 1.091
45 C -6.1745 -1.2048 0.9097  N46 1.450, H50 1.092, H51 1.092, H52 1.086
46 N -6.2672 -2.5813 0.4631  C45 1.450, C47 1.454, C48 1.344
47 C -7.3902 -3.3911 0.9065  N46 1.454, H53 1.090, H54 1.090, H55 1.087
48 C -5.3625 -3.1489 -0.3528  N46 1.344, O49 1.218, H56 1.104
49 O -5.4125 -4.3049 -0.7342  C48 1.218
50 H -6.1344 -1.1673 2.0003  C45 1.092
51 H -7.0486 -0.6454 0.5697  C45 1.092
52 H -5.2776 -0.7330 0.5186  C45 1.086
53 H -7.0359 -4.2649 1.4537  C47 1.090
54 H -7.9661 -3.7424 0.0503  C47 1.090
55 H -8.0284 -2.7934 1.5524  C47 1.087
56 H -4.5552 -2.4637 -0.6647  C48 1.104
57 C -3.3357 3.3129 4.9225  N58 1.447, H62 1.093, H63 1.093, H64 1.087
58 N -2.0897 4.0292 5.0864  C57 1.447, C59 1.452, C60 1.349
59 C -1.6346 4.3728 6.4220  N58 1.452, H65 1.090, H66 1.090, H67 1.087
60 C -1.3254 4.3964 4.0369  N58 1.349, O61 1.217, H68 1.102
61 O -0.2755 5.0023 4.1450  C60 1.217
62 H -4.1674 3.8884 5.3357  C57 1.093
63 H -3.2945 2.3468 5.4315  C57 1.093
64 H -3.5208 3.1419 3.8647  C57 1.087
65 H -1.5295 5.4534 6.5221  C59 1.090
66 H -0.6613 3.9229 6.6200  C59 1.090
67 H -2.3565 4.0098 7.1498  C59 1.087
68 H -1.7299 4.0990 3.0565  C60 1.102
69 C 4.2804 -3.8651 -0.5035  N70 1.449, H74 1.094, H75 1.093, H76 1.089
70 N 3.5337 -2.8650 -1.2394  C69 1.449, C71 1.457, C72 1.342
71 C 2.2556 -3.2124 -1.8459  N70 1.457, H77 1.090, H78 1.088, H79 1.087
72 C 3.9837 -1.6078 -1.3723  N70 1.342, O73 1.220, H80 1.104
73 O 3.4120 -0.7301 -1.9968  C72 1.220
74 H 4.5271 -4.7062 -1.1575  C69 1.094
75 H 3.6895 -4.2362 0.3380  C69 1.093
76 H 5.1999 -3.4265 -0.1177  C69 1.089
77 H 2.2879 -3.0471 -2.9232  C71 1.090
78 H 1.4611 -2.5915 -1.4372  C71 1.088
79 H 2.0317 -4.2569 -1.6472  C71 1.087
80 H 4.9411 -1.4342 -0.8509  C72 1.104
81 C -2.4921 -5.5281 1.0461  N82 1.450, H86 1.093, H87 1.092, H88 1.089
82 N -1.4772 -4.7651 0.3467  C81 1.450, C83 1.452, C84 1.348
83 C -0.1140 -4.7542 0.8454  N82 1.452, H89 1.091, H90 1.090, H91 1.087
84 C -1.7659 -4.0589 -0.7646  N82 1.348, O85 1.216, H92 1.103
85 O -0.9648 -3.3983 -1.3982  C84 1.216
86 H -2.6009 -5.1694 2.0727  C81 1.093
87 H -2.2242 -6.5866 1.0739  C81 1.092
88 H -3.4465 -5.4217 0.5327  C81 1.089
89 H 0.1992 -3.7360 1.0816  C83 1.091
90 H 0.5694 -5.1480 0.0924  C83 1.090
91 H -0.0557 -5.3679 1.7412  C83 1.087
92 H -2.8253 -4.1366 -1.0610  C84 1.103
93 C 9.5746 -4.1397 2.9647  N94 1.449, H98 1.092, H99 1.092, H100 1.088
94 N 8.6191 -3.8236 1.9224  C93 1.449, C95 1.454, C96 1.344
95 C 8.8820 -4.2559 0.5593  N94 1.454, H101 1.090, H102 1.090, H103 1.087
96 C 7.4894 -3.1388 2.1696  N94 1.344, O97 1.218, H104 1.102
97 O 6.6621 -2.8517 1.3232  C96 1.218
98 H 10.5467 -3.6976 2.7389  C93 1.092
99 H 9.6948 -5.2206 3.0584  C93 1.092
100 H 9.2239 -3.7437 3.9153  C93 1.088
101 H 8.9303 -3.3956 -0.1084  C95 1.090
102 H 8.0837 -4.9103 0.2084  C95 1.090
103 H 9.8275 -4.7910 0.5301  C95 1.087
104 H 7.3743 -2.8520 3.2274  C96 1.102

Löwdin atomic charge list, values in e, 4 entries:
1 C -0.07
2 C -0.21
3 O -0.03
4 C -0.48

---

Look up the HOMO level of the first one.
-3.31 eV

---

The highest E belongs to which entry?
C26H55BF6N5O10P

---

Among the records above, which one has the highest E?
C26H55BF6N5O10P